# 1
The following is a DFT calculation (wB97M-V/def2-TZVPD) of C5H3O3Sn as an isolated structure in a non-equilibrium geometry.

The geometry in XYZ format:
```
12
C5H3O3Sn (wB97M-V/def2-TZVPD)
C -1.7598 0.8839 -0.2940
C -2.8772 1.4779 -0.5236
O -3.8444 2.0565 -0.8497
C -0.6210 0.6757 0.5976
C 0.4560 0.2348 -0.3335
O 1.5167 -0.2226 0.1265
C 1.9286 -3.3869 0.4354
O 2.7879 -2.7115 0.0913
Sn 3.1854 -0.7548 -0.2816
H -0.2995 1.5544 1.1733
H -0.8678 -0.1588 1.2863
H 0.3952 0.3515 -1.4280
```

Charge = +2
E_HOMO (alpha / beta) = -16.71 / -16.20 eV
⟨S²⟩ = 0.76
HOMO-LUMO gap (alpha / beta) = 0.218 / 0.199 Eh
Multiplicity = 2

# 2
The following is a DFT calculation (wB97M-V/def2-TZVPD) of a 2-piece molecular cluster, C5H15NO overall in a non-equilibrium geometry.

The geometry in XYZ format:
```
22
C5H15NO (wB97M-V/def2-TZVPD)
C 0.1872 1.1691 2.0336
C -0.2758 0.0295 1.0856
N -0.1655 0.3809 -0.3343
C 1.1969 0.4940 -0.8151
C -1.3129 0.0611 -1.1567
C -0.9669 0.2503 -2.6538
H 0.6268 0.8546 2.9733
H 0.9584 1.7072 1.4841
H -0.6674 1.8510 2.0397
H 0.4227 -0.7865 1.2594
H -1.3255 -0.2234 1.2294
H 1.8341 0.8179 -0.0051
H 1.2446 1.2055 -1.6339
H 1.6444 -0.4225 -1.2465
H -2.1578 0.7263 -0.9014
H -1.7113 -0.9406 -0.9887
H -0.9686 1.2760 -3.0083
H -0.0576 -0.3146 -2.8145
H -1.7811 -0.1997 -3.2348
O 1.4041 -2.8048 2.4513
H 1.3527 -2.6168 1.5143
H 0.5184 -2.5146 2.7225
```

Charge = 0
E_HOMO = -7.89 eV
HOMO-LUMO gap = 0.321 Eh

# 3
The following is a DFT calculation (wB97M-V/def2-TZVPD) of a 7-piece molecular cluster, H14O7 overall in a non-equilibrium geometry.

The geometry in XYZ format:
```
21
H14O7 (wB97M-V/def2-TZVPD)
O -0.3701 -1.2626 -0.5983
H -0.8054 -1.9119 -0.0344
H 0.5221 -1.2007 -0.2391
O -2.8758 -0.4899 1.2120
H -3.1596 0.4145 1.3863
H -2.1060 -0.6077 1.7798
O 5.2601 -1.3675 0.2510
H 4.5524 -1.4065 -0.4022
H 5.4802 -2.2917 0.4137
O 0.6219 2.4225 0.9572
H 1.5204 2.3743 1.3027
H 0.7343 2.3594 0.0020
O -4.3526 -1.2452 -0.2745
H -3.8352 -0.4413 -0.3971
H -4.7174 -1.4248 -1.1484
O 1.6545 0.0980 -0.4592
H 1.6171 0.6648 0.3195
H 2.5672 0.1725 -0.7600
O -0.5253 1.9179 -1.3388
H -0.3005 1.2229 -0.7100
H -1.4823 2.0031 -1.2619
```

Charge = 0
E_HOMO = -10.73 eV
HOMO-LUMO gap = 0.398 Eh

# 4
The following is a DFT calculation (wB97M-V/def2-TZVPD) of C47H69BrClN4NaO15SV as an isolated structure in a non-equilibrium geometry.

The geometry in XYZ format:
```
140
C47H69BrClN4NaO15SV (wB97M-V/def2-TZVPD)
C 0.8011 -6.0631 -4.5090
C 1.8559 -5.1098 -3.6282
C 2.1439 -5.6676 -2.0784
C 3.1975 -4.7425 -1.1901
C 3.4535 -5.2734 0.3698
O 4.0786 -6.4498 0.5877
O 2.9319 -4.3996 1.4390
C 1.5078 -4.0674 1.2298
C 1.2779 -2.5503 0.5768
C 0.3389 -2.5647 -0.7737
N -0.9047 -1.7409 -0.5120
C -2.1001 -2.2135 -1.3098
C -1.8683 -2.2578 -2.9388
C -1.8854 -3.7383 -3.6870
C -1.7086 -3.9214 -5.3337
C -1.4649 -2.5843 -6.2812
C -1.4544 -1.0894 -5.5583
C -1.6564 -0.9300 -3.9058
O -1.6733 0.4446 -3.3192
C 3.9468 -3.3837 -1.8031
C 5.0099 -2.4726 -0.9505
C 6.1779 -3.3140 -0.1667
C 7.0233 -4.3642 -1.1184
S 7.8808 -3.4847 -2.5661
C 3.5043 -3.0053 -3.3705
C 4.0788 -1.6697 -4.1775
C 3.8329 -0.2810 -3.3226
C 3.3036 0.9870 -4.2166
C 4.3828 2.0028 -4.9564
C 3.9440 3.3338 -5.8421
C 2.3467 3.7238 -6.0385
C 1.2356 2.7115 -5.3060
C 1.6941 1.3797 -4.4184
N 2.4981 -3.8542 -4.1747
H -0.2204 -6.0012 -3.9325
H 0.7421 -5.7557 -5.6379
H 1.1569 -7.1988 -4.4263
H 1.6570 -6.6360 -1.6306
H 0.9035 -4.0500 2.2589
H 1.0152 -4.9161 0.5868
H 0.8358 -1.7897 1.3796
H 2.3717 -2.1487 0.3313
H 0.9798 -2.0914 -1.6374
H 0.0930 -3.6807 -1.1139
H -0.7272 -0.7138 -0.6587
H -2.4264 -3.2995 -0.9657
H -3.0181 -1.4713 -1.1344
H -2.0303 -4.7326 -3.0668
H -1.7248 -5.0207 -5.7581
H -1.3108 -2.7598 -7.4361
H -1.3152 -0.1258 -6.2434
H -2.5204 0.9013 -3.6328
H 4.4503 -1.7292 -0.2380
H 5.5751 -1.7885 -1.7491
H 5.8029 -3.8406 0.8354
H 6.9764 -2.5071 0.2030
H 6.3264 -5.2398 -1.4603
H 7.9093 -4.7727 -0.4315
H 6.9523 -3.5874 -3.6155
H 3.4964 -1.5729 -5.2149
H 5.2230 -1.7835 -4.4798
H 3.1642 -0.5242 -2.3798
H 4.9063 0.0290 -2.9026
H 5.5189 1.7533 -4.8075
H 4.8164 3.9574 -6.3189
H 2.0406 4.6824 -6.6524
H 0.1021 3.0447 -5.4459
H 0.8476 0.7363 -3.9287
H 2.2404 -3.5570 -5.1446
N -0.1614 0.7620 1.5193
C -0.3426 1.1022 2.8345
C -0.3514 2.4765 2.9213
C -0.1753 2.9828 1.6114
C -0.0636 1.9024 0.7652
H -0.1090 -0.1828 1.1610
H -0.4478 0.3394 3.5943
H -0.4729 3.0521 3.8297
H -0.1350 4.0236 1.3170
H 0.0780 1.8476 -0.3059
O -4.7121 -5.0936 0.5642
C -5.0057 -4.1965 1.3540
O -4.2279 -3.0968 1.4588
C -4.5791 -1.9162 2.2038
C -4.1947 -2.0633 3.6630
C -6.1756 -4.3488 2.2809
H -5.6347 -1.6636 2.0683
H -4.0062 -1.0919 1.7646
H -4.7337 -2.8865 4.1398
H -4.4110 -1.1432 4.2133
H -3.1275 -2.2879 3.7565
H -5.8647 -4.9180 3.1614
H -6.9639 -4.8973 1.7563
H -6.6168 -3.4037 2.5902
Cl -0.8639 -3.8049 -8.4315
C -2.6995 -0.4167 8.5015
C -3.2053 -1.8366 8.3228
O -3.0225 -2.3401 7.0019
C -1.6785 -2.4417 6.5400
C -0.8283 -3.3919 7.3649
H -3.1127 0.2436 7.7314
H -2.9802 -0.0297 9.4860
H -1.6095 -0.3689 8.4208
H -4.2845 -1.8492 8.5113
H -2.7544 -2.5142 9.0548
H -1.2202 -1.4500 6.4790
H -1.7320 -2.8232 5.5142
H -0.6596 -3.0018 8.3732
H 0.1490 -3.5373 6.8952
H -1.3211 -4.3636 7.4689
O 6.0907 6.3254 -6.2908
V 4.5361 7.0635 -5.9376
O 2.9814 7.8016 -5.5843
Br -6.5639 -4.8079 -0.5027
C -4.8190 5.8658 4.0269
C -3.4685 5.2166 3.8933
O -3.1164 4.2800 4.6061
N -2.6225 5.7039 2.9387
C -2.8560 6.7880 2.0150
H -5.3846 5.3775 4.8234
H -4.7002 6.9223 4.2828
H -5.3759 5.7616 3.0915
H -1.7314 5.2206 2.9040
H -2.7604 6.3970 0.9988
H -2.0896 7.5492 2.1815
H -3.8428 7.2364 2.1378
C -2.8382 11.9509 2.0521
C -1.8307 10.8562 1.9125
O -2.1366 9.9929 2.9910
C -3.4442 10.2121 3.3163
O -4.0868 9.5212 4.0893
O -3.9387 11.3041 2.6632
H -3.1262 12.3773 1.0872
H -2.4926 12.7563 2.7084
H -1.9417 10.3029 0.9740
H -0.8037 11.2237 1.9891
Na -2.0639 -0.7613 4.8561
C 7.5756 3.7282 -4.9699
O 8.5255 3.2639 -4.3583
O 6.5588 4.2042 -4.4522
O 7.4843 3.7937 -6.2011
```

Charge = -1
E_HOMO = -2.75 eV
HOMO-LUMO gap = 0.055 Eh

no.,molecular weight (g/mol)
1,229.79
2,105.18
3,126.10
4,1151.44